[1]
Density functional theory data (the ωB97M-V functional and the def2-TZVPD basis) for 2 unconnected molecules or ions with the total composition C9H19N6.

```
34
Properties=species:S:1:pos:R:3:forces:R:3
C 3.672599 0.747873 -0.167181 0.5 -0.3 0.3
C 3.797513 -0.291887 0.711930 0.3 0.4 -0.3
C 1.663918 -0.025425 0.257900 -0.1 0.0 -0.1
C -2.663242 0.754766 -0.004433 0.2 -0.2 -0.1
C -1.655349 -3.273177 -1.068637 -0.1 0.2 0.0
C -2.738108 2.509468 1.685857 -0.1 0.2 0.2
C 0.463941 1.767636 -1.637014 -0.2 -0.3 0.1
C -2.255112 -0.432975 -0.496321 -0.8 0.2 -0.4
C -0.844464 -2.270317 -0.319269 0.0 0.2 0.1
N -2.032826 1.478671 0.960199 0.3 -0.2 0.0
N 2.348310 0.897924 -0.432638 0.2 -1.0 0.6
N 2.548067 -0.755001 0.958356 0.0 0.8 -1.0
N 1.834258 1.906254 -1.196758 0.0 1.2 -0.4
N 2.238364 -1.727654 1.869641 -0.6 -0.4 1.1
N -1.113585 -1.053666 -0.038542 0.5 -0.4 0.2
H 4.428880 1.369035 -0.600682 0.1 0.2 -0.1
H 4.674625 -0.710114 1.160145 0.1 -0.1 0.1
H 0.589493 -0.204455 0.236420 -0.1 0.0 0.0
H -3.543529 1.217823 -0.424987 -0.1 0.0 0.0
H -2.719790 -3.072015 -0.983792 -0.1 0.0 0.0
H -1.384746 -3.256710 -2.125865 0.0 0.0 -0.1
H -1.450269 -4.270786 -0.687499 0.0 0.0 0.0
H -3.406094 3.033295 1.003942 0.0 0.1 0.0
H -2.020028 3.221950 2.089585 -0.1 0.0 0.0
H -3.333212 2.104189 2.510747 0.0 0.1 0.0
H -0.199635 1.780815 -0.773867 -0.1 0.0 0.0
H 0.235623 2.630227 -2.255795 0.0 0.0 0.0
H 0.286161 0.855135 -2.214835 0.0 0.0 0.0
H -2.840391 -0.892504 -1.281822 -0.1 0.0 0.0
H 1.275684 -2.046091 1.784730 0.3 0.1 -0.1
H -1.358896 0.959588 1.505815 -0.1 0.0 -0.1
H 0.121547 -2.629616 0.029951 0.2 -0.1 0.1
H 2.480416 2.167767 -1.933923 0.0 -0.3 0.2
H 2.899863 -2.490023 1.878644 0.0 0.0 -0.3
```
Positions in Å, forces in eV/Å.

Results
total charge = +1
lowest unoccupied orbital energy = -0.0815 Ha
ΔE to the lowest compared entry with this formula, charge and spin = 0.00 kcal per mole
orbital gap = 8.37 eV
HOMO energy = -10.586 eV

Now the Löwdin charges, all in e: 0.006, 0.001, 0.011, -0.141, -0.059, -0.086, -0.064, -0.181, -0.212, -0.085, -0.078, -0.132, -0.019, 0.138, -0.021, 0.136, 0.137, 0.097, 0.124, 0.074, 0.092, 0.080, 0.086, 0.084, 0.088, 0.060, 0.100, 0.095, 0.101, 0.101, 0.119, 0.084, 0.146, 0.118

***

[2]
Density functional theory data (the ωB97M-V functional and the def2-TZVPD basis) for 2 unconnected molecules or ions with the total composition C6H8.

```
14
Properties=species:S:1:pos:R:3:forces:R:3
C -1.333929 0.810487 0.238233 -0.4 0.4 0.1
C -0.287693 0.326481 -0.704393 0.1 0.0 -0.3
C 1.158481 0.739631 -0.353787 -0.1 0.0 0.0
C 1.718855 -0.362287 0.526604 -0.7 0.2 0.3
C 0.662475 -1.361552 0.540833 0.0 0.0 0.0
C -0.371632 -1.102777 -0.359720 0.3 -0.2 0.0
H -1.757413 0.229902 1.045884 0.2 -0.3 0.0
H -2.032591 1.554058 -0.182597 0.3 -0.2 0.5
H -0.576256 0.576193 -1.728213 -0.1 0.1 0.1
H 1.170662 1.652359 0.244269 0.0 0.1 -0.3
H 1.783911 0.924375 -1.235699 0.1 -0.3 0.1
H 0.246600 0.130986 1.582282 0.2 -0.5 -0.5
H 0.817157 -2.351718 0.977831 -0.2 0.4 0.3
H -1.198628 -1.766137 -0.591532 0.2 0.1 -0.2
```
Positions in Å, forces in eV/Å.

Results
total charge = 0
lowest unoccupied orbital energy (spin up / spin down) = -0.0347 / -0.0175 Ha
ΔE to the lowest compared entry with this formula, charge and spin = 170.77 kcal per mole
orbital gap (spin up / spin down) = 7.05 / 7.59 eV
HOMO energy (spin up / spin down) = -7.998 / -8.067 eV

Now the Löwdin charges, all in e: 0.074, -0.443, -0.255, -0.021, -0.195, -0.078, 0.040, 0.066, 0.144, 0.099, 0.107, 0.256, 0.093, 0.114

***

[3]
Density functional theory data (the ωB97M-V functional and the def2-TZVPD basis) for a molecular structure, C31H41I2N6O6PReS3.

```
91
Properties=species:S:1:pos:R:3:forces:R:3
Re 0.062509 0.176876 0.972309 0.4 -0.9 -0.4
C 3.971966 0.183101 -1.277998 0.0 0.0 0.0
C 2.600600 0.554326 -0.788401 0.0 0.3 0.1
N 1.958939 -0.194514 0.047601 0.3 -0.3 0.4
N 2.637990 -1.334544 0.523666 -0.2 0.0 -0.2
C 2.394970 -1.598725 1.748253 0.0 0.0 0.2
S 1.363940 -0.597119 2.807836 -0.2 -0.5 0.2
S 3.048129 -2.988460 2.582894 0.0 0.1 -0.1
C 3.473188 -4.089295 1.189834 0.0 0.0 0.1
C 2.348598 -5.049120 0.911388 0.1 0.0 0.0
C 1.178235 -4.609150 0.300860 0.0 0.0 0.0
C 0.109279 -5.472024 0.129062 0.0 0.0 0.0
C 0.204880 -6.792581 0.548802 0.0 0.0 0.0
C 1.373717 -7.242799 1.142525 0.0 0.0 0.0
C 2.437802 -6.370662 1.330522 0.0 0.0 0.0
C 2.048524 1.854721 -1.179103 0.2 -0.2 -0.1
C 2.555119 2.501687 -2.320803 0.0 0.0 0.0
C 2.226033 3.801840 -2.620738 -0.1 0.0 0.0
C 1.404927 4.515755 -1.738876 0.0 0.0 0.0
C 0.889743 3.910702 -0.618096 0.0 0.0 -0.1
C 1.160723 2.561755 -0.346914 -0.1 0.0 0.3
O 0.606219 2.035044 0.733173 0.2 0.5 -0.1
H 4.445368 -0.529519 -0.612555 0.0 0.0 0.0
H 4.588825 1.074596 -1.356023 0.0 0.0 0.0
H 3.903227 -0.275089 -2.268253 0.0 0.0 0.0
H 4.372735 -4.618948 1.499971 0.0 0.0 0.0
H 3.708868 -3.441498 0.349111 0.0 -0.1 -0.1
H 1.088268 -3.576368 -0.003885 0.0 0.1 0.0
H -0.812143 -5.102749 -0.302028 0.0 0.0 0.0
H -0.635362 -7.463498 0.426834 0.0 0.0 0.0
H 1.456623 -8.271287 1.469267 0.0 0.0 0.0
H 3.344321 -6.721379 1.810737 0.0 0.0 0.0
H 3.216304 1.957676 -2.983469 0.0 0.0 0.0
H 2.623583 4.275736 -3.507350 0.0 0.0 0.0
H 1.177510 5.555714 -1.936076 0.0 0.0 0.0
H 0.264693 4.443080 0.086378 0.0 0.0 0.0
C -0.191204 6.037083 5.148540 0.1 -0.1 -0.1
C -0.812707 4.927421 4.347059 0.0 0.0 0.0
C -0.868658 3.632948 4.858450 0.0 0.0 0.0
C -1.419115 2.597986 4.124322 -0.1 0.0 0.0
C -1.918392 2.856584 2.855490 0.1 0.1 0.0
C -1.871697 4.135800 2.322495 0.0 0.0 0.1
C -1.323501 5.162680 3.074622 0.0 0.0 0.0
S -2.565802 1.556195 1.864169 -0.1 0.0 -0.2
O -3.927615 1.253101 2.214630 0.1 -0.1 0.3
O -2.322627 1.938840 0.487277 -0.1 0.2 0.1
N -1.578605 0.313158 2.201204 -0.2 0.0 -0.4
C -2.135596 -0.976219 2.630165 0.1 0.2 0.0
C -1.645307 -2.072044 1.697042 0.6 0.0 -0.2
O -2.143515 -3.167352 1.641303 -0.1 -0.1 0.1
O -0.589425 -1.715385 0.964998 -0.5 -0.4 0.0
H -0.444650 5.947349 6.204622 0.0 0.0 0.0
H -0.518021 7.013317 4.792966 0.0 0.0 0.0
H 0.896715 5.990426 5.063348 0.0 0.0 0.0
H -0.458071 3.431692 5.840554 0.0 0.0 0.0
H -1.453586 1.595235 4.529621 0.0 0.0 0.0
H -2.254251 4.316068 1.327080 0.0 0.0 0.0
H -1.279436 6.163365 2.661417 0.0 0.0 0.0
H -3.223531 -0.950846 2.639662 0.0 0.0 0.0
H -1.783200 -1.234096 3.633714 0.0 0.0 0.0
C 0.900897 -0.494203 -3.998597 -0.1 0.0 -0.1
N -0.104538 -1.239858 -3.239919 0.3 0.0 0.2
C 0.486510 -2.441896 -2.635356 -0.1 -0.1 -0.1
P -1.125769 -0.388602 -2.264139 0.1 -0.1 0.0
O -0.472001 0.193540 -1.034248 -0.7 0.4 -0.2
N -2.275791 -1.479492 -1.850000 -0.2 0.1 0.0
C -3.242358 -1.075207 -0.821064 0.0 -0.1 0.0
C -2.819123 -2.460122 -2.782619 0.1 -0.1 0.0
N -1.643160 0.850384 -3.214234 -0.2 0.1 0.1
C -2.165946 2.072394 -2.597244 0.2 0.1 -0.1
C -2.327272 0.506496 -4.457820 0.0 0.0 0.0
H 1.212726 -1.092375 -4.856003 0.0 0.0 0.0
H 1.780328 -0.283661 -3.382486 0.0 0.0 0.0
H 0.498321 0.451300 -4.351189 0.0 0.0 0.0
H 0.826164 -3.112794 -3.425807 0.0 0.0 0.0
H -0.241931 -2.965447 -2.021419 0.0 0.0 0.0
H 1.344123 -2.181904 -2.005963 0.0 0.0 0.0
H -2.911188 -0.173581 -0.309959 0.0 0.0 0.0
H -3.365875 -1.874646 -0.088838 0.0 0.0 -0.1
H -4.212385 -0.865729 -1.281243 0.0 0.0 0.0
H -2.131255 -2.638544 -3.604933 0.0 0.0 0.0
H -3.776635 -2.122987 -3.191446 0.0 0.0 0.0
H -2.987954 -3.403512 -2.258445 0.0 0.0 0.0
H -1.750725 2.206284 -1.604735 0.0 0.0 0.0
H -3.256698 2.034511 -2.517925 0.0 0.0 0.0
H -1.889620 2.929663 -3.214681 0.0 0.0 0.0
H -1.911820 -0.400598 -4.892388 0.0 0.0 0.0
H -2.195366 1.320944 -5.172320 0.0 0.0 0.0
H -3.401732 0.364513 -4.298477 0.0 0.0 0.0
I 2.588660 1.686567 3.430597 0.6 1.2 0.3
I 3.604357 4.261979 4.067693 -0.2 -0.4 -0.1
```
Positions in Å, forces in eV/Å.

Results
total charge = 0
lowest unoccupied orbital energy (spin up / spin down) = -0.0295 / -0.0344 Ha
ΔE to the lowest compared entry with this formula, charge and spin = 4.41 kcal per mole
multiplicity = 4
orbital gap (spin up / spin down) = 6.97 / 7.34 eV
HOMO energy (spin up / spin down) = -7.776 / -8.274 eV

Now the Löwdin charges, all in e: 1.491, 0.001, -0.242, -0.107, -0.031, -0.997, 0.356, 0.953, -0.391, -0.300, -0.048, -0.068, -0.083, -0.083, -0.052, -0.121, -0.048, -0.081, -0.062, 0.011, -0.321, -0.306, 0.075, 0.094, 0.090, 0.076, 0.072, 0.078, 0.100, 0.102, 0.102, 0.110, 0.109, 0.101, 0.108, 0.117, -0.049, -0.263, -0.038, -0.059, -0.290, -0.056, -0.029, 0.590, -0.277, -0.355, -0.366, -0.158, -0.613, 0.083, -0.262, 0.082, 0.077, 0.041, 0.121, 0.115, 0.114, 0.114, 0.119, 0.126, -0.083, -0.283, -0.087, 0.586, -0.366, -0.272, -0.063, -0.097, -0.289, -0.078, -0.102, 0.092, 0.064, 0.079, 0.095, 0.069, 0.075, 0.051, 0.085, 0.097, 0.073, 0.083, 0.093, 0.045, 0.093, 0.090, 0.074, 0.089, 0.087, 0.232, -0.105

***

[4]
Density functional theory data (the ωB97M-V functional and the def2-TZVPD basis) for a single C21H23FN6O3S molecule.

```
55
Properties=species:S:1:pos:R:3:forces:R:3
C -7.963275 -0.924936 1.000561 0.3 0.0 -0.2
C -6.576441 -1.068307 0.384192 -0.1 -0.1 0.4
C -6.003389 -2.470355 0.603236 0.1 0.1 -0.4
C -4.613769 -2.571662 -0.021090 0.0 0.0 0.2
C -3.702847 -1.487215 0.554365 0.3 -0.5 -0.2
N -4.275087 -0.163587 0.429536 0.2 0.6 -0.8
S -4.046935 0.532625 -1.078264 0.5 0.1 0.4
O -4.863361 1.709177 -1.137274 -0.1 0.1 0.2
O -4.151768 -0.414976 -2.155780 0.2 -0.1 0.1
C -2.332390 1.020954 -0.923560 -0.5 -0.3 -0.1
C -1.372703 0.493119 -1.766588 -0.1 0.0 -0.1
C -0.056184 0.890194 -1.631571 0.0 0.1 0.1
C 0.295849 1.818082 -0.650112 -0.4 -0.1 0.0
N 1.640472 2.193191 -0.579149 0.0 -0.3 -0.4
C 2.242236 2.997233 0.324799 0.6 -0.1 -0.1
O 1.721240 3.564159 1.253916 -0.1 0.2 0.2
C 3.748590 3.199270 0.031122 -0.6 0.8 0.3
N 4.426846 2.001665 -0.346166 0.6 -0.8 -0.3
N 4.086454 1.261277 -1.381612 -0.4 0.6 -0.2
N 4.890389 0.263149 -1.421133 0.2 -0.6 -0.3
C 5.740843 0.408189 -0.387178 -0.5 0.7 0.1
C 6.830244 -0.485076 -0.055481 0.3 -0.4 0.0
C 7.670787 -0.177847 1.015153 0.0 -0.1 -0.1
C 8.722716 -1.007314 1.347737 0.1 0.1 0.1
C 8.956750 -2.162275 0.616742 -0.1 0.0 0.0
C 8.134769 -2.488394 -0.447120 -0.1 0.0 -0.1
C 7.082203 -1.653016 -0.775052 0.1 0.0 0.2
F 6.299729 -1.997068 -1.808986 0.1 0.0 0.1
N 5.451571 1.512864 0.304529 0.4 -0.2 0.3
C -0.680156 2.342663 0.196361 -0.1 0.1 0.1
C -1.994512 1.938515 0.052379 0.1 0.0 -0.1
C -5.608607 -0.042504 0.980882 -0.6 0.2 -0.2
H -8.355894 0.073402 0.824756 -0.1 0.1 0.0
H -8.649096 -1.647424 0.564508 -0.1 -0.1 0.0
H -7.922111 -1.095409 2.074801 0.0 0.0 0.1
H -6.635156 -0.877592 -0.693026 0.0 0.0 0.0
H -6.665347 -3.217009 0.160302 0.0 0.0 0.1
H -5.940634 -2.669867 1.677098 -0.1 0.0 0.1
H -4.685675 -2.423572 -1.099214 0.0 -0.1 0.0
H -4.177093 -3.553613 0.169722 0.0 0.0 0.0
H -2.743042 -1.471634 0.033550 0.1 -0.2 0.2
H -3.520297 -1.668323 1.619672 0.1 0.0 -0.1
H -1.675310 -0.216990 -2.519928 0.0 -0.1 -0.1
H 0.704804 0.486716 -2.283749 0.1 -0.1 -0.1
H 2.246522 1.752537 -1.273791 -0.2 0.2 0.3
H 4.229895 3.593128 0.927918 -0.1 -0.1 -0.2
H 3.827434 3.935514 -0.776616 0.1 -0.1 0.1
H 7.476165 0.724408 1.573362 0.0 0.1 0.1
H 9.363677 -0.754347 2.178050 0.0 0.0 0.1
H 9.779676 -2.810976 0.874653 0.1 -0.1 0.0
H 8.294867 -3.381642 -1.030104 0.0 -0.1 -0.1
H -0.404047 3.058103 0.952752 0.0 0.0 0.0
H -2.771847 2.333258 0.685845 0.0 0.1 0.2
H -5.941568 0.972835 0.763711 -0.1 0.0 0.2
H -5.536172 -0.173300 2.066333 0.0 0.0 0.0
```
Positions in Å, forces in eV/Å.

Results
total charge = 0
lowest unoccupied orbital energy = 0.0081 Ha
ΔE to the lowest compared entry with this formula, charge and spin = 4.41 kcal per mole
orbital gap = 9.13 eV
HOMO energy = -8.911 eV

Now the Löwdin charges, all in e: -0.065, -0.368, -0.170, -0.173, -0.196, -0.235, 0.680, -0.277, -0.286, -0.282, -0.050, -0.002, -0.200, 0.133, -0.442, 0.087, -0.013, -0.181, 0.045, 0.108, -0.273, -0.105, -0.025, -0.080, -0.073, -0.004, -0.223, 0.077, 0.190, 0.014, -0.038, -0.179, 0.079, 0.078, 0.080, 0.143, 0.117, 0.120, 0.100, 0.114, 0.116, 0.131, 0.115, 0.118, 0.101, 0.138, 0.142, 0.110, 0.104, 0.107, 0.119, 0.104, 0.120, 0.116, 0.138

***

> Among the records above, which one has the highest total charge?

C9H19N6

***

> The highest ΔE to the lowest compared entry with this formula, charge and spin belongs to which entry?

C6H8

***

> Which of these has the highest total charge?

C9H19N6

***

Copy entry 2 word for word.
Density functional theory data (the ωB97M-V functional and the def2-TZVPD basis) for 2 unconnected molecules or ions with the total composition C6H8.

```
14
Properties=species:S:1:pos:R:3:forces:R:3
C -1.333929 0.810487 0.238233 -0.4 0.4 0.1
C -0.287693 0.326481 -0.704393 0.1 0.0 -0.3
C 1.158481 0.739631 -0.353787 -0.1 0.0 0.0
C 1.718855 -0.362287 0.526604 -0.7 0.2 0.3
C 0.662475 -1.361552 0.540833 0.0 0.0 0.0
C -0.371632 -1.102777 -0.359720 0.3 -0.2 0.0
H -1.757413 0.229902 1.045884 0.2 -0.3 0.0
H -2.032591 1.554058 -0.182597 0.3 -0.2 0.5
H -0.576256 0.576193 -1.728213 -0.1 0.1 0.1
H 1.170662 1.652359 0.244269 0.0 0.1 -0.3
H 1.783911 0.924375 -1.235699 0.1 -0.3 0.1
H 0.246600 0.130986 1.582282 0.2 -0.5 -0.5
H 0.817157 -2.351718 0.977831 -0.2 0.4 0.3
H -1.198628 -1.766137 -0.591532 0.2 0.1 -0.2
```
Positions in Å, forces in eV/Å.

Results
total charge = 0
lowest unoccupied orbital energy (spin up / spin down) = -0.0347 / -0.0175 Ha
ΔE to the lowest compared entry with this formula, charge and spin = 170.77 kcal per mole
orbital gap (spin up / spin down) = 7.05 / 7.59 eV
HOMO energy (spin up / spin down) = -7.998 / -8.067 eV

Now the Löwdin charges, all in e: 0.074, -0.443, -0.255, -0.021, -0.195, -0.078, 0.040, 0.066, 0.144, 0.099, 0.107, 0.256, 0.093, 0.114